i.
Formula: C3H12N2OS
Source: OMol25
Level of theory: wB97M-V/def2-TZVPD

The geometry in XYZ format:
```
19
C3H12N2OS wB97M-V/def2-TZVPD
N 2.62 1.23 0.31
C -0.20 0.53 -0.75
C 0.30 -0.87 -1.16
S -0.38 -2.33 -0.38
C 0.18 0.87 0.65
N -0.32 0.01 1.57
H 2.73 2.24 0.29
H 3.43 0.90 0.83
H -1.31 0.45 -0.75
H 0.34 -0.89 -2.25
H 1.33 -0.86 -0.77
H -4.11 -1.60 -0.67
H 0.02 1.94 0.80
H 1.51 0.87 0.56
H 0.24 -0.04 2.42
H -0.28 -0.98 1.16
H -2.68 -1.70 -0.14
H 0.00 1.31 -1.48
O -3.43 -1.09 -0.24
```

Results
HOMO (hartree): -0.268
LUMO energy (eV): -2.501



ii.
Formula: C3H12N2OS
Source: OMol25
Level of theory: wB97M-V/def2-TZVPD

The geometry in XYZ format:
```
19
C3H12N2OS wB97M-V/def2-TZVPD
N 1.58 -0.17 0.16
C 0.47 -0.19 -0.86
C 1.06 0.12 -2.27
S 2.77 -0.40 -2.58
C -0.70 0.76 -0.50
N -1.33 0.36 0.78
H 1.61 0.73 0.62
H 3.08 -0.20 -1.30
H 1.29 -0.83 0.87
H 0.06 -1.19 -0.82
H 0.41 -0.40 -2.97
H 1.00 1.21 -2.45
H -1.42 0.54 -1.31
H -0.45 1.82 -0.48
H -1.34 1.11 1.45
H -0.92 -0.53 1.00
H -2.84 -0.85 4.17
H -2.07 -1.36 3.05
O -2.27 -0.52 3.45
```

Results
HOMO (hartree): -0.318
SMILES: NC[C@H](N)CS.O
LUMO energy (eV): 0.589



Most stable of them? ii.



i.
Formula: C3H12N2OS
Source: OMol25
Level of theory: wB97M-V/def2-TZVPD

The geometry in XYZ format:
```
19
C3H12N2OS wB97M-V/def2-TZVPD
C 1.37 0.23 0.46
C 0.81 1.64 0.80
S -0.15 2.45 -0.50
N 0.31 -0.75 0.23
C -0.17 -1.48 1.44
N -0.57 -2.88 1.01
H 2.03 0.31 -0.39
H 2.00 0.00 1.33
H 1.74 2.21 0.97
H 0.33 1.71 1.78
H 0.49 1.99 -1.55
H -0.50 -0.30 -0.16
H 0.62 -1.82 2.08
H -1.05 -1.01 1.88
H 0.23 -3.25 0.51
H -1.28 -2.75 0.29
H -0.94 -1.58 -1.53
H -1.60 -0.52 -2.32
O -1.26 -1.40 -2.45
```

Results
HOMO (hartree): -0.339
SMILES: NCNCCS.O
LUMO energy (eV): 0.696



ii.
Formula: C3H12N2OS
Source: OMol25
Level of theory: wB97M-V/def2-TZVPD

The geometry in XYZ format:
```
19
C3H12N2OS wB97M-V/def2-TZVPD
N 0.50 1.22 -2.01
C 0.01 0.16 -1.07
C 1.10 -0.09 -0.15
S 0.88 -1.69 0.85
C -1.37 0.25 -0.48
N -2.19 0.98 -1.49
H -0.29 1.92 -2.23
H 0.79 -2.68 0.04
H 1.00 0.94 -2.83
H -0.02 -0.76 -1.65
H 1.12 0.54 0.70
H 2.17 -0.24 -0.61
H -1.80 -0.69 -0.05
H -1.18 0.96 0.27
H -3.12 1.39 -1.11
H -2.34 0.54 -2.38
H 0.63 -0.02 3.42
H -0.23 0.96 3.70
O 0.32 0.86 2.98
```

Results
HOMO (hartree): -0.320
SMILES: NC[C@@H](N)CS.O
LUMO energy (eV): 0.676



Most stable of them? i.